This record from OMol25 describes the molecule C3H5BrFN at a distorted geometry. The level of theory is wB97M-V/def2-TZVPD.

Properties
LUMO energy = 0.0 eV
relative energy (zero: lowest compared OMol25 entry of this formula, charge and spin) = 271.2 kJ/mol
SMILES = C=CCN(F)Br
total charge = 0

Structure (XYZ):
```
11
Properties=species:S:1:pos:R:3:nbo_charge:R:1
C 1.069 0.229 -0.335 -0.378
C -0.181 0.542 -0.315 -0.174
C -1.192 -0.548 0.199 -0.306
N -2.305 -0.483 -0.730 -0.132
F -1.634 -1.122 -2.028 -0.329
Br -3.787 -1.395 -0.248 0.261
H 1.717 0.931 -0.698 0.195
H 1.495 -0.756 -0.086 0.201
H -0.678 1.439 -0.794 0.229
H -1.533 -0.327 1.183 0.225
H -0.878 -1.543 0.142 0.207
```

This record from OMol25 describes a cluster of 2 separate species, C4H2O in total at a distorted geometry. The level of theory is wB97M-V/def2-TZVPD.

Properties
LUMO energy = -2.1 eV
relative energy (zero: lowest compared OMol25 entry of this formula, charge and spin) = 584.0 kJ/mol
total charge = 0

Structure (XYZ):
```
7
Properties=species:S:1:pos:R:3:nbo_charge:R:1
C -0.732 -1.933 -0.006 -0.511
C -1.493 -2.876 -0.273 0.212
C -0.353 0.226 -1.143 0.351
C -0.446 -0.669 0.034 0.077
O -1.200 0.912 -1.603 -0.437
H 0.732 0.329 -1.409 0.126
H -0.561 -0.033 1.747 0.181
```

This record from OMol25 describes a cluster of 2 separate species, C4H6O2 in total at a distorted geometry. The level of theory is wB97M-V/def2-TZVPD.

Properties
LUMO energy = 0.8 eV
relative energy (zero: lowest compared OMol25 entry of this formula, charge and spin) = 240.2 kJ/mol
SMILES = C=C=O.CC=O
total charge = 0

Structure (XYZ):
```
12
Properties=species:S:1:pos:R:3:nbo_charge:R:1
C 2.351 -0.871 0.616 -0.786
C 2.427 0.255 -0.025 0.742
O 2.799 1.027 -0.834 -0.470
H 1.420 -1.050 1.248 0.243
H 2.988 -1.612 0.353 0.248
C -2.347 -0.239 -0.263 -0.719
C -0.854 -0.348 -0.141 0.455
O -0.020 0.529 -0.056 -0.530
H -2.720 -0.697 0.614 0.237
H -2.656 -0.810 -1.199 0.245
H -2.637 0.870 -0.233 0.237
H -0.510 -1.395 -0.004 0.099
```